1.
Entry from the OMol25 dataset: a structure of composition C16H22AsAuClO2SSe (the ωB97M-V functional and the def2-TZVPD basis).

Each line ends with the Mulliken spin population.
Positions of all 45 atoms, in Å:
1 Au -0.37 -0.44 -0.55  0.330
2 Cl 6.88 -1.62 -1.62  0.000
3 C 5.28 -1.06 -1.18  0.005
4 C 4.94 0.29 -1.35  -0.001
5 C 3.69 0.73 -1.02  -0.002
6 C 2.69 -0.13 -0.49  0.000
7 O 1.55 0.38 -0.19  -0.016
8 C 3.07 -1.50 -0.32  0.006
9 C 2.20 -2.51 0.26  0.010
10 O 1.10 -2.36 0.76  0.017
11 C 4.35 -1.93 -0.68  -0.002
12 H 5.68 0.97 -1.76  0.000
13 H 3.40 1.77 -1.16  -0.002
14 H 2.65 -3.53 0.24  0.000
15 H 4.61 -2.98 -0.55  0.000
16 C -4.56 -3.78 -1.34  0.002
17 C -4.64 -2.30 -0.96  -0.008
18 C -5.40 -2.15 0.36  0.002
19 C -5.39 -1.53 -2.06  0.001
20 C -3.29 -1.74 -0.82  -0.370
21 C -2.17 -1.28 -0.70  0.434
22 H -5.57 -4.20 -1.44  0.000
23 H -4.02 -4.34 -0.58  -0.001
24 H -4.04 -3.91 -2.29  0.000
25 H -6.40 -2.58 0.28  0.000
26 H -5.49 -1.10 0.63  0.000
27 H -4.87 -2.66 1.17  -0.001
28 H -6.40 -1.94 -2.19  0.001
29 H -4.86 -1.60 -3.01  -0.001
30 H -5.48 -0.47 -1.80  0.000
31 C -0.05 2.69 1.68  0.002
32 As 1.63 3.55 1.26  0.004
33 C 1.66 5.05 2.49  0.000
34 C 2.97 2.34 1.96  0.000
35 S 1.91 4.15 -0.70  0.020
36 H -0.17 2.66 2.76  0.001
37 H -0.05 1.69 1.26  0.004
38 H -0.85 3.26 1.22  -0.002
39 H 1.62 4.71 3.52  0.000
40 H 0.81 5.69 2.26  0.000
41 H 2.57 5.62 2.31  0.000
42 H 3.05 2.48 3.04  0.000
43 H 3.92 2.55 1.48  0.000
44 H 2.67 1.32 1.73  0.001
45 Se -0.83 1.75 -1.88  1.563

Results
LUMO level (spin up / spin down) = 0.10109 / 0.07239 hartree
frontier orbital gap (spin up / spin down) = 0.2548 / 0.2417 Eh
spin multiplicity = 3
net charge = -1

2.
Entry from the OMol25 dataset: a structure of composition C16H22BBrF4HgI2O2S4 (the ωB97M-V functional and the def2-TZVPD basis).

Each line ends with the Mulliken spin population.
Positions of all 53 atoms, in Å:
1 Hg -0.21 1.53 -0.66  0.001
2 C 0.79 -2.87 2.33  -0.001
3 C 1.67 -2.99 1.09  -0.008
4 S 0.93 -2.32 -0.41  0.009
5 C -0.11 -3.75 -0.82  -0.002
6 C -1.26 -3.45 -1.77  0.001
7 S -2.48 -2.23 -1.23  0.000
8 C -2.94 -2.81 0.42  0.000
9 C -3.42 -1.63 1.25  0.000
10 S -2.18 -0.32 1.28  0.001
11 C -1.87 -0.08 3.04  0.000
12 C -0.95 -1.11 3.67  0.000
13 S 0.70 -1.16 2.92  0.003
14 H 1.18 -3.52 3.12  0.000
15 H -0.22 -3.21 2.09  0.000
16 H 1.92 -4.04 0.92  0.003
17 H 2.61 -2.46 1.24  0.002
18 H -0.50 -4.19 0.10  0.001
19 H 0.52 -4.52 -1.28  0.000
20 H -1.76 -4.39 -2.02  0.000
21 H -0.87 -3.04 -2.71  0.000
22 H -2.06 -3.23 0.91  0.000
23 H -3.71 -3.58 0.37  0.000
24 H -3.62 -1.95 2.28  0.000
25 H -4.36 -1.23 0.85  0.000
26 H -2.83 -0.04 3.58  0.000
27 H -1.44 0.92 3.12  0.000
28 H -1.39 -2.11 3.60  0.000
29 H -0.85 -0.89 4.74  0.000
30 I 4.70 -0.98 -0.55  0.081
31 C 3.73 -0.16 -2.14  0.827
32 I -0.12 0.40 -3.00  0.007
33 H 3.11 -0.81 -2.72  0.028
34 H 3.66 0.92 -2.14  0.053
35 F 2.11 1.68 0.23  -0.003
36 B 2.58 2.94 -0.27  0.000
37 F 2.83 3.79 0.79  0.000
38 F 1.54 3.45 -1.09  0.000
39 F 3.72 2.73 -1.04  -0.001
40 Br -1.81 4.75 -1.35  0.000
41 C -3.20 3.52 -0.96  0.000
42 C -4.22 3.42 -1.91  0.000
43 C -5.30 2.59 -1.67  0.000
44 C -5.38 1.89 -0.47  0.000
45 C -4.37 2.01 0.46  0.000
46 C -3.25 2.80 0.23  0.000
47 C -2.19 2.79 1.34  0.000
48 O -2.56 2.94 2.49  0.000
49 O -0.95 2.54 1.02  0.000
50 H -4.15 3.99 -2.82  0.000
51 H -6.08 2.50 -2.41  0.000
52 H -6.23 1.25 -0.27  0.000
53 H -4.43 1.48 1.40  0.000

Results
LUMO level (spin up / spin down) = 0.07494 / 0.07494 hartree
frontier orbital gap (spin up / spin down) = 0.2678 / 0.2990 Eh
spin multiplicity = 2
net charge = -1

3.
Entry from the OMol25 dataset: a structure of composition C16H22Br12F5O6PS (the ωB97M-V functional and the def2-TZVPD basis).

Each line ends with the Löwdin charge.
Positions of all 63 atoms, in Å:
1 C -2.04 3.80 0.12  -0.264
2 P -1.92 2.31 1.37  0.985
3 O -3.51 1.54 1.30  -0.386
4 C -0.53 1.11 0.84  -0.462
5 C -0.90 -0.35 1.56  -0.080
6 C -0.41 0.97 -0.82  -0.283
7 C -1.84 0.67 -1.56  -0.134
8 C -1.59 1.02 -3.18  -0.164
9 C -2.14 2.55 -3.56  -0.087
10 C -0.93 3.68 -3.52  -0.279
11 O -1.25 4.96 -3.18  -0.040
12 O 0.48 3.42 -3.83  -0.023
13 C 0.75 -0.16 -1.26  -0.147
14 S 2.21 -0.20 -0.05  0.805
15 O 3.44 0.60 -0.55  -0.343
16 O 2.63 -1.71 0.05  -0.421
17 O 1.72 0.24 1.56  -0.298
18 C 0.97 1.51 1.36  -0.231
19 C 1.02 2.52 2.65  -0.123
20 F 0.22 2.06 3.83  0.002
21 F 0.74 3.97 2.29  0.001
22 C 2.60 2.54 3.19  -0.155
23 F 3.59 2.51 2.09  0.024
24 F 2.84 1.53 4.26  -0.014
25 F 2.75 3.88 3.86  0.010
26 H -1.75 4.80 0.71  0.070
27 H -1.25 3.69 -0.74  0.028
28 H -3.12 3.93 -0.30  0.058
29 H -4.10 2.00 0.62  0.053
30 H -2.04 -0.59 1.56  0.017
31 H -0.35 -1.26 1.06  0.087
32 H -0.56 -0.37 2.70  0.111
33 H 0.03 2.00 -1.23  0.123
34 H -2.15 -0.46 -1.46  0.118
35 H -2.73 1.35 -1.23  0.094
36 H -2.16 0.21 -3.85  0.126
37 H -0.46 1.01 -3.48  0.093
38 H -2.58 2.59 -4.67  0.140
39 H -2.97 2.93 -2.79  0.122
40 H 0.88 2.88 -3.06  0.117
41 H 1.13 0.00 -2.37  0.137
42 H 0.23 -1.23 -1.14  0.073
43 H 1.52 2.07 0.47  0.165
44 C 5.97 -1.62 2.29  -1.556
45 Br 5.34 -3.27 1.46  0.593
46 Br 7.24 -0.68 1.15  0.572
47 Br 4.50 -0.48 2.84  0.689
48 H 6.51 -1.91 3.20  -0.024
49 C -4.98 -2.10 3.02  -1.583
50 Br -6.49 -0.90 3.26  0.563
51 Br -4.47 -2.27 1.15  0.542
52 Br -3.46 -1.59 4.13  0.580
53 H -5.30 -3.09 3.35  -0.024
54 C 4.02 -5.57 -1.34  -1.600
55 Br 3.31 -4.33 -2.66  0.550
56 Br 2.66 -6.15 -0.08  0.537
57 Br 4.93 -7.08 -2.18  0.560
58 H 4.78 -5.02 -0.77  -0.081
59 C -2.24 -4.92 -1.58  -1.587
60 Br -3.59 -3.69 -2.24  0.526
61 Br -2.11 -6.51 -2.69  0.577
62 Br -0.52 -4.06 -1.34  0.562
63 H -2.57 -5.25 -0.59  -0.022

Results
LUMO level = -0.02148 hartree
frontier orbital gap = 0.3036 Eh
spin multiplicity = 1
net charge = 0